Record 1
Density functional theory data (ωB97M-V/def2-TZVPD) for a structure of composition C4H12O12S2Zn at a distorted geometry.

```
31
C4H12O12S2Zn (ωB97M-V/def2-TZVPD)
Zn 0.844 0.834 -0.402
S 2.386 -1.252 -0.966
O 0.964 -1.228 -0.397
O 2.542 0.223 -1.296
O 3.321 -1.692 0.058
O 2.480 -2.054 -2.184
S 0.345 1.530 2.153
O -0.581 1.324 0.957
O 1.681 1.207 1.527
O 0.260 2.910 2.633
O 0.006 0.566 3.212
C 0.439 2.615 -2.649
C -0.904 2.101 -2.199
O -0.807 0.745 -1.772
O 1.340 2.695 -1.526
H 0.303 3.589 -3.127
H 0.904 1.950 -3.380
H -1.623 2.196 -3.028
H -1.300 2.742 -1.401
H -1.695 0.412 -1.606
H 1.736 3.564 -1.449
C -1.825 -2.660 1.056
C -0.977 -2.996 2.259
O -1.205 -2.152 3.366
O -1.484 -1.387 0.585
H -2.884 -2.600 1.340
H -1.735 -3.472 0.311
H 0.082 -2.928 1.973
H -1.161 -4.042 2.543
H -0.899 -1.258 3.119
H -0.551 -1.482 0.290
```

Summary:
E_HOMO ... -2.089 eV
Charge ... -2

Record 2
Density functional theory data (ωB97M-V/def2-TZVPD) for a cluster of 3 separate species, C4H12O2 in total at a distorted geometry.

```
18
C4H12O2 (ωB97M-V/def2-TZVPD)
C 0.320 -0.855 0.150
C -0.287 0.503 -0.107
C -0.070 1.542 0.703
C -1.045 0.547 -1.412
H -0.227 -1.442 0.911
H 1.361 -0.900 0.465
H 0.321 -1.526 -0.724
H -0.443 2.519 0.366
H 0.338 1.341 1.705
H -1.295 1.518 -1.734
H -1.907 -0.067 -1.180
H -0.557 0.099 -2.278
H 0.595 -4.421 -3.627
H 1.878 -4.557 -2.878
O 1.126 -5.090 -3.171
H 0.523 3.077 3.924
H -0.323 4.286 4.653
O -0.308 3.425 4.234
```

Summary:
E_HOMO ... -9.249 eV
Structure (SMILES) ... C=C(C)C.O.O

Record 3
Density functional theory data (ωB97M-V/def2-TZVPD) for a structure of composition C4H12O2Rb at a distorted geometry.

```
19
C4H12O2Rb (ωB97M-V/def2-TZVPD)
Rb 1.440 20.489 17.941
C -0.939 22.592 20.338
C 0.043 23.157 21.382
O 0.835 22.157 22.035
H -0.354 21.968 19.662
H -1.441 23.316 19.696
H -1.697 21.957 20.796
H -0.629 23.625 22.101
H 0.706 23.874 20.898
H 1.477 21.986 21.343
C 4.911 21.115 14.179
C 4.893 20.723 15.652
O 3.722 21.245 16.330
H 5.692 20.526 13.699
H 5.330 22.088 13.924
H 4.015 20.787 13.652
H 5.819 21.146 16.040
H 5.006 19.642 15.735
H 3.967 21.239 17.258
```

Summary:
E_HOMO (spin up / spin down) ... -3.701 / -10.376 eV
2S+1 ... 2
⟨S²⟩ ... 0.75

Record 4
Density functional theory data (ωB97M-V/def2-TZVPD) for a structure of composition C4H12O2S2Tl at a distorted geometry.

```
21
C4H12O2S2Tl (ωB97M-V/def2-TZVPD)
Tl 2.708 -0.259 -0.840
C 0.380 3.304 1.229
S 0.811 3.206 -0.527
O 0.761 1.717 -0.912
C -0.701 3.834 -1.323
H 0.996 2.617 1.815
H -0.657 2.987 1.345
H 0.636 4.306 1.577
H -1.019 4.775 -0.879
H -1.487 3.075 -1.203
H -0.624 3.731 -2.410
C 0.029 -3.425 1.644
S -0.749 -2.475 0.304
O 0.200 -1.359 0.024
C -0.569 -3.597 -1.167
H 0.223 -2.834 2.542
H 1.061 -3.677 1.356
H -0.474 -4.372 1.846
H 0.070 -4.452 -0.910
H -0.134 -2.998 -1.965
H -1.461 -4.103 -1.548
```

Summary:
E_HOMO ... -20.166 eV
Charge ... +3

Record 5
Density functional theory data (ωB97M-V/def2-TZVPD) for a cluster of 2 separate species, C4H12O3 in total at a distorted geometry.

```
19
C4H12O3 (ωB97M-V/def2-TZVPD)
O -0.023 -0.658 0.740
O -1.461 0.814 0.029
C -0.185 -1.825 0.030
C -1.068 0.074 1.086
C -1.219 2.751 -1.300
C -0.513 1.871 -0.278
H -0.573 -1.592 -0.976
H -0.907 -2.484 0.541
H 0.771 -2.364 -0.077
H -1.847 -0.552 1.562
H -0.637 0.727 1.869
H -0.648 3.693 -1.355
H -2.256 2.985 -1.004
H -1.235 2.289 -2.301
H -0.213 2.485 0.594
H 0.410 1.490 -0.755
O 3.850 -2.879 0.346
H 4.555 -3.561 0.271
H 3.199 -3.263 0.977
```

Summary:
E_HOMO ... -9.967 eV
Structure (SMILES) ... CCOCOC.O

Record 6
Density functional theory data (ωB97M-V/def2-TZVPD) for a cluster of 2 separate species, C4H12O3 in total at a distorted geometry.

```
19
C4H12O3 (ωB97M-V/def2-TZVPD)
C -0.463 0.786 -1.431
O 0.041 1.705 -2.461
C 0.439 0.976 -0.170
C -0.297 0.369 1.100
C 0.695 0.210 2.126
O -1.023 -0.885 0.807
H -0.256 -0.234 -1.787
H -1.509 1.196 -1.139
H 0.187 1.066 -3.157
H 0.713 2.085 -0.023
H 1.354 0.352 -0.338
H -1.045 1.124 1.470
H 0.330 -0.262 3.059
H 1.283 1.096 2.386
H 1.418 -0.554 1.827
H -2.009 -0.757 0.876
H -0.167 -2.328 -0.427
H 0.117 -3.489 -1.439
O 0.190 -2.452 -1.278
```

Summary:
E_HOMO ... -9.792 eV
Structure (SMILES) ... C[C@H](O)CCO.O

Record 7
Density functional theory data (ωB97M-V/def2-TZVPD) for a cluster of 2 separate species, C4H12O3 in total.

```
19
C4H12O3 (ωB97M-V/def2-TZVPD)
C -1.341 -0.746 -0.889
O -2.571 -0.107 -1.183
C -0.215 0.274 -0.802
C 1.041 -0.303 -0.173
C 2.257 0.579 -0.381
O 0.820 -0.458 1.264
H -1.378 -1.277 0.062
H -1.088 -1.471 -1.669
H -3.254 -0.442 -0.590
H 0.062 0.614 -1.804
H -0.560 1.144 -0.237
H 1.201 -1.317 -0.562
H 3.129 0.145 0.107
H 2.503 0.663 -1.436
H 2.052 1.560 0.048
H 1.180 -1.303 1.541
H -1.101 0.058 2.205
H -1.139 1.547 2.019
O -1.599 0.840 2.479
```

Summary:
E_HOMO ... -10.364 eV
Structure (SMILES) ... C[C@@H](O)CCO.O

Record 8
Density functional theory data (ωB97M-V/def2-TZVPD) for a cluster of 3 separate species, C4H12O3 in total at a distorted geometry.

```
19
C4H12O3 (ωB97M-V/def2-TZVPD)
O 2.420 0.164 1.352
C 1.800 0.249 0.375
C 1.555 -1.095 -0.407
C 1.061 -0.942 -1.844
C -0.404 -0.420 -1.998
H 1.467 1.163 -0.058
H 2.493 -1.590 -0.450
H 0.755 -1.769 0.143
H 1.708 -0.180 -2.277
H 1.146 -1.814 -2.445
H -0.566 0.048 -2.925
H -0.458 0.418 -1.334
H -1.098 -1.281 -1.748
H -2.278 -0.846 2.711
H -1.342 0.195 3.236
O -1.294 -0.698 2.949
H -2.075 3.417 1.128
H -2.150 2.351 2.176
O -2.739 2.629 1.415
```

Summary:
E_HOMO ... -9.626 eV
Structure (SMILES) ... CCCC=O.O.O

Record 9
Density functional theory data (ωB97M-V/def2-TZVPD) for a cluster of 2 separate species, C4H12O3 in total at a distorted geometry.

```
19
C4H12O3 (ωB97M-V/def2-TZVPD)
C -1.388 1.013 -0.477
C -0.366 1.739 0.369
C 0.770 0.887 0.916
O 0.335 0.309 2.149
C -2.005 -0.222 0.185
O -1.571 -1.412 -0.474
H -0.904 0.663 -1.391
H -2.171 1.701 -0.771
H -0.810 2.217 1.258
H 0.055 2.615 -0.133
H 1.593 1.572 1.135
H 1.078 0.165 0.162
H 1.050 -0.205 2.535
H -3.090 -0.133 0.150
H -1.784 -0.232 1.250
H -1.384 -2.078 0.197
H 4.179 -2.235 -2.343
H 2.805 -2.010 -2.941
O 3.352 -1.766 -2.186
```

Summary:
E_HOMO ... -9.790 eV
Structure (SMILES) ... OCCCCO.O

Record 10
Density functional theory data (ωB97M-V/def2-TZVPD) for a cluster of 3 separate species, C4H12O3 in total at a distorted geometry.

```
19
C4H12O3 (ωB97M-V/def2-TZVPD)
C 1.590 2.333 -0.842
C -0.800 -0.282 -0.767
O -1.935 0.452 -0.351
C 0.517 0.072 -0.352
C 0.683 1.373 -0.046
H 1.229 2.228 -1.887
H 2.712 2.273 -0.700
H 1.358 3.400 -0.379
H -0.822 -0.155 -1.868
H -1.143 -1.330 -0.935
H -1.719 1.378 -0.527
H 1.407 -0.349 -0.830
H 0.236 1.860 0.872
H 1.060 -2.979 0.647
H 2.147 -3.739 1.214
O 1.677 -2.958 1.448
H -2.550 -1.129 1.013
H -2.763 -0.875 2.534
O -2.885 -1.572 1.756
```

Summary:
E_HOMO ... -8.578 eV
Structure (SMILES) ... C/C=C/CO.O.O

Record 11
Density functional theory data (ωB97M-V/def2-TZVPD) for a cluster of 3 separate species, C4H12O3 in total at a distorted geometry.

```
19
C4H12O3 (ωB97M-V/def2-TZVPD)
O 1.641 -1.540 -1.017
C 0.620 -1.655 -0.411
C 0.192 -1.003 0.890
C 1.154 -0.965 2.073
C 0.667 -0.027 3.139
H -0.232 -2.248 -0.811
H -0.694 -1.550 1.227
H -0.100 0.011 0.590
H 2.132 -0.638 1.709
H 1.282 -1.973 2.481
H 1.268 0.053 4.041
H 0.624 1.003 2.745
H -0.414 -0.152 3.295
H -0.552 2.651 -3.141
H -1.491 1.737 -3.889
O -1.485 2.552 -3.384
H -1.989 1.665 0.221
H -1.584 2.174 -1.098
O -1.953 1.391 -0.706
```

Summary:
E_HOMO ... -9.678 eV
Structure (SMILES) ... CCCC=O.O.O

Record 12
Density functional theory data (ωB97M-V/def2-TZVPD) for a cluster of 4 separate species, C4H12O3 in total.

```
19
C4H12O3 (ωB97M-V/def2-TZVPD)
C -0.005 -1.307 -1.727
C -0.913 -0.294 -1.864
C -1.830 -0.018 -0.840
C -2.810 0.947 -0.842
H -0.052 -1.964 -0.857
H 0.785 -1.535 -2.433
H -0.968 0.287 -2.778
H -1.844 -0.736 -0.024
H -3.684 0.788 -0.213
H -2.778 1.888 -1.375
H 0.644 0.571 2.860
H -0.805 0.417 2.358
O -0.216 0.209 3.097
H 1.657 1.710 -0.103
H 1.453 0.362 0.423
O 1.054 1.245 0.496
H 3.895 -0.763 0.951
H 2.924 -1.856 0.492
O 3.136 -0.923 0.380
```

Summary:
E_HOMO (spin up / spin down) ... -14.017 / -14.017 eV
2S+1 ... 2
Charge ... +1
⟨S²⟩ ... 0.79